[1]
{
  "formula": "C40H35Cl3F3N8O3STl",
  "method": "wB97M-V/def2-TZVPD",
  "spin_multiplicity": 1,
  "gap_ev": 5.177,
  "lumo_ha": 0.1256,
  "homo_ev": -1.7577,
  "charge": -2,
  "symbols": ["Tl", "Cl", "Cl", "Cl", "S", "F", "F", "F", "O", "O", "O", "N", "N", "N", "N", "N", "N", "N", "N", "C", "C", "C", "C", "C", "C", "C", "C", "C", "C", "C", "C", "C", "C", "C", "C", "C", "C", "C", "C", "C", "C", "C", "C", "C", "C", "C", "C", "C", "C", "C", "C", "C", "C", "C", "C", "C", "C", "C", "C", "H", "H", "H", "H", "H", "H", "H", "H", "H", "H", "H", "H", "H", "H", "H", "H", "H", "H", "H", "H", "H", "H", "H", "H", "H", "H", "H", "H", "H", "H", "H", "H", "H", "H", "H"],
  "coordinates": [[0.392, -0.320, 0.110], [-2.391, 6.925, 6.671], [-1.356, 5.273, -4.599], [-1.081, 2.766, -6.549], [-1.465, -2.284, 2.883], [-2.569, -5.933, 2.994], [-0.847, -6.652, 1.892], [-0.607, -5.098, 3.361], [-6.442, 1.140, 1.932], [-0.184, 4.413, -0.064], [0.228, -1.298, -4.383], [-4.109, 1.689, 0.306], [-3.661, 1.544, 1.569], [2.440, -1.950, -1.799], [0.891, 1.657, 1.904], [-2.113, 0.666, 0.320], [-1.750, -2.366, 0.270], [0.494, 0.041, -2.477], [0.200, 2.207, -0.749], [-4.820, -1.130, 2.280], [-2.215, -4.299, -1.057], [0.630, -1.055, -3.227], [-2.027, -2.934, -0.888], [-1.419, -5.501, 2.383], [1.208, 2.355, 4.158], [0.895, 3.659, 3.791], [1.369, -2.203, -2.553], [-1.683, -4.536, 1.275], [-6.375, -0.978, 4.214], [0.552, 2.890, 1.543], [-2.006, -5.101, 0.050], [-0.114, 2.366, -2.094], [-5.609, 1.173, 3.091], [1.192, 1.390, 3.168], [-0.545, 3.579, -2.655], [-5.039, 3.390, 5.722], [-0.722, 2.629, -4.846], [-3.357, 5.546, 6.250], [-4.468, 5.725, 5.443], [-0.303, 1.413, -4.337], [2.662, -4.291, -1.360], [-6.497, 1.916, 4.135], [-2.444, 0.962, 1.552], [1.556, -4.559, -2.155], [-6.052, 2.281, 5.561], [-4.407, 2.052, 2.692], [-0.843, 3.713, -4.000], [0.548, 3.928, 2.481], [0.149, 3.220, 0.109], [-5.301, 4.651, 5.191], [-3.888, 3.226, 6.484], [-3.989, -0.312, 4.457], [3.075, -2.975, -1.241], [-1.628, -3.111, 1.407], [0.011, 1.237, -2.980], [0.925, -3.504, -2.787], [-3.147, 1.151, -0.408], [-3.042, 4.295, 6.751], [-5.196, -0.281, 3.511], [-3.865, -0.826, 1.856], [3.186, -5.083, -0.839], [-4.791, 3.035, 2.413], [-0.643, 4.436, -2.011], [0.931, 4.455, 4.522], [0.277, 4.920, 2.148], [-5.572, -1.080, 1.493], [-6.813, 2.833, 3.632], [1.195, -5.573, -2.273], [-3.080, 0.020, 3.959], [1.427, 0.351, 3.384], [-2.453, -4.725, -2.023], [-3.807, -1.344, 4.760], [-7.289, -0.960, 3.612], [-3.186, 1.086, -1.484], [-5.723, 1.395, 6.103], [-3.648, 2.253, 6.896], [-0.206, 0.569, -4.999], [-6.593, -0.531, 5.186], [-6.958, 2.633, 6.066], [-1.863, 0.722, 2.428], [0.084, -3.646, -3.451], [-6.115, -2.024, 4.380], [3.950, -2.721, -0.649], [-2.088, -6.178, -0.033], [-7.398, 1.308, 4.235], [-4.707, -2.171, 2.587], [-7.066, 0.414, 2.024], [1.461, 2.099, 5.179], [-2.103, -2.252, -1.734], [-6.186, 4.805, 4.586], [-2.155, 4.156, 7.354], [-4.143, 0.286, 5.356], [-3.727, 2.160, 3.533], [-4.683, 6.701, 5.030]],
  "forces_ev_per_a": [[0.328, -0.207, -0.194], [0.181, 0.062, -0.015], [-0.039, 0.088, 0.013], [-0.007, -0.051, -0.101], [0.119, 0.163, 0.374], [0.148, 0.114, -0.073], [-0.120, 0.100, 0.085], [-0.044, -0.036, -0.191], [-0.045, 0.062, -0.034], [0.047, 0.000, 0.128], [0.047, -0.174, -0.020], [-0.131, 0.027, -0.149], [0.544, 0.342, 0.078], [-0.029, 0.135, -0.078], [-0.124, 0.133, -0.146], [0.043, 0.300, 0.036], [-0.130, -0.226, 0.204], [0.246, -0.397, 0.103], [0.304, -0.025, 0.382], [-0.057, 0.013, 0.001], [0.013, -0.103, -0.110], [-0.174, 0.385, 0.108], [-0.050, -0.027, 0.052], [-0.051, -0.309, 0.278], [0.045, 0.068, 0.037], [-0.002, -0.097, -0.063], [0.095, -0.014, 0.058], [0.164, 0.250, -0.180], [0.125, 0.050, -0.006], [0.029, 0.146, 0.268], [-0.006, 0.069, 0.057], [-0.154, 0.118, -0.289], [0.045, -0.002, 0.282], [0.029, -0.124, 0.065], [-0.016, -0.041, 0.095], [-0.038, -0.043, -0.027], [0.009, 0.195, 0.231], [-0.071, -0.164, 0.000], [-0.040, 0.050, -0.015], [-0.032, 0.017, 0.002], [0.046, -0.030, 0.015], [0.203, 0.111, -0.002], [-0.241, -0.019, -0.123], [-0.004, 0.062, -0.030], [0.041, -0.131, -0.147], [-0.481, -0.140, 0.012], [0.034, -0.141, -0.159], [0.016, 0.063, 0.003], [-0.084, -0.088, -0.469], [0.028, -0.006, -0.025], [-0.006, 0.024, -0.035], [-0.112, 0.066, 0.011], [-0.062, -0.028, 0.045], [-0.124, -0.257, -0.336], [-0.059, 0.096, -0.157], [-0.072, -0.014, 0.007], [-0.028, -0.192, -0.016], [0.001, 0.038, 0.002], [-0.052, -0.165, -0.122], [-0.142, -0.247, -0.001], [0.018, 0.010, -0.007], [0.052, 0.020, 0.034], [0.006, -0.007, 0.018], [-0.077, 0.081, 0.078], [-0.003, -0.034, -0.049], [-0.052, -0.002, -0.002], [-0.019, -0.006, -0.049], [-0.017, 0.006, -0.010], [-0.038, -0.073, 0.097], [-0.032, 0.012, 0.012], [-0.022, 0.055, -0.011], [0.050, 0.019, -0.021], [-0.025, -0.023, 0.018], [0.006, 0.080, -0.011], [0.037, 0.015, 0.036], [-0.017, -0.023, -0.029], [-0.022, 0.011, 0.032], [-0.054, -0.019, -0.001], [-0.018, -0.109, 0.057], [-0.010, 0.002, 0.012], [-0.023, -0.011, 0.038], [-0.011, -0.005, -0.014], [-0.013, -0.036, 0.020], [0.034, 0.013, -0.011], [-0.030, 0.086, -0.044], [0.062, 0.023, 0.008], [0.029, -0.052, 0.012], [0.015, -0.021, -0.031], [0.036, -0.031, -0.016], [0.008, -0.010, -0.015], [-0.002, 0.034, 0.007], [-0.007, 0.067, 0.064], [0.042, 0.069, 0.032], [-0.005, 0.009, 0.026]]
}

=====

[2]
{
  "formula": "C40H35FeN5O2",
  "method": "wB97M-V/def2-TZVPD",
  "spin_multiplicity": 5,
  "s2": 6.1044,
  "gap_ev": [3.730, 6.014],
  "lumo_ha": [0.1616, 0.1615],
  "de_lowest_kcal_mol": 10.9,
  "homo_ev": [0.6689, -1.6194],
  "charge": -2,
  "symbols": ["Fe", "O", "O", "N", "N", "N", "N", "N", "C", "C", "C", "C", "C", "C", "C", "C", "C", "C", "C", "C", "C", "C", "C", "C", "C", "C", "C", "C", "C", "C", "C", "C", "C", "C", "C", "C", "C", "C", "C", "C", "C", "C", "C", "C", "C", "C", "C", "C", "H", "H", "H", "H", "H", "H", "H", "H", "H", "H", "H", "H", "H", "H", "H", "H", "H", "H", "H", "H", "H", "H", "H", "H", "H", "H", "H", "H", "H", "H", "H", "H", "H", "H", "H"],
  "coordinates": [[2.131, 0.953, 0.426], [3.898, 0.477, 0.084], [5.664, -0.879, 0.101], [0.435, 1.878, 0.858], [1.874, 0.450, 2.517], [2.593, 2.934, -0.075], [-0.558, -1.153, -0.832], [2.138, -1.554, -0.172], [2.716, 5.381, -1.442], [-0.018, -2.440, -0.854], [0.984, -5.048, -0.809], [1.455, 4.882, -1.019], [-3.270, 0.143, -2.980], [-0.821, 0.246, -3.409], [-3.319, -3.467, 0.654], [0.632, 0.778, 2.937], [-0.015, 1.420, -2.839], [-4.255, -0.988, -1.124], [-2.918, -1.988, 0.735], [-1.912, 1.528, 3.739], [-1.115, 0.872, 4.641], [-0.944, 5.003, -0.733], [-0.744, -3.501, -1.394], [4.443, -0.692, 0.101], [-1.849, -0.867, -1.317], [-0.264, -4.802, -1.351], [0.177, 0.466, 4.240], [0.239, 3.090, 0.181], [3.977, -3.118, 0.175], [0.105, -0.917, -3.785], [-4.401, -0.267, -2.297], [2.309, -0.577, 4.621], [3.159, -4.208, -0.004], [-1.478, 1.839, 2.440], [-0.950, 3.801, -0.033], [1.442, 3.639, -0.330], [3.478, -1.829, 0.063], [3.881, 4.652, -1.132], [3.782, 3.458, -0.460], [1.807, -3.989, -0.402], [0.230, 5.548, -1.226], [-0.189, 1.527, 2.010], [-1.991, -0.163, -2.527], [-3.820, -1.310, 1.769], [2.676, -0.211, 3.322], [1.334, -2.635, -0.435], [-3.000, -1.282, -0.606], [1.066, -0.232, 5.083], [-1.884, 5.522, -0.894], [0.793, -0.596, -4.572], [-2.173, 2.316, 1.773], [-0.673, 2.209, -2.474], [0.118, -0.403, -0.799], [0.632, 1.846, -3.610], [-1.697, -3.293, -1.865], [3.536, -5.221, 0.082], [-3.331, -3.898, 1.659], [-0.468, -1.769, -4.156], [-2.916, 1.814, 4.032], [3.007, -1.116, 5.248], [-1.464, 0.642, 5.641], [1.370, -6.061, -0.751], [-3.674, -0.234, 1.774], [-1.886, -1.921, 1.082], [4.859, 5.027, -1.409], [-4.323, -3.563, 0.227], [0.754, -0.482, 6.091], [0.703, -1.257, -2.942], [2.765, 6.318, -1.986], [-3.586, -1.685, 2.767], [4.652, 2.866, -0.206], [3.650, -0.459, 2.916], [-1.276, 0.598, -4.341], [-4.873, -1.527, 1.570], [-0.862, -5.611, -1.757], [5.030, -3.227, 0.399], [-3.383, 0.691, -3.910], [-5.142, -1.310, -0.590], [0.226, 6.486, -1.771], [-1.899, 3.419, 0.307], [-5.388, -0.040, -2.683], [-2.622, -4.041, 0.050], [0.629, 1.110, -2.013]],
  "forces_ev_per_a": [[0.040, 1.414, 0.295], [0.673, 0.390, 0.032], [-0.052, 0.002, 0.162], [-0.098, -0.633, 0.005], [0.031, -0.525, -0.193], [-0.365, -1.045, -0.113], [-0.068, 0.023, 0.347], [-0.066, 0.017, 0.302], [-0.023, 0.070, -0.094], [0.162, -0.216, -0.106], [-0.067, -0.003, -0.040], [0.074, 0.008, -0.044], [-0.077, 0.008, -0.071], [0.211, 0.024, 0.120], [0.105, 0.032, -0.017], [-0.185, -0.048, 0.289], [-0.162, 0.017, -0.015], [-0.030, 0.014, -0.085], [-0.053, -0.130, 0.015], [0.129, -0.096, 0.016], [-0.289, 0.012, 0.088], [0.042, 0.162, -0.089], [-0.041, 0.205, 0.020], [-0.335, -0.379, -0.088], [-0.113, 0.090, -0.058], [0.018, -0.128, 0.005], [0.126, 0.005, -0.160], [-0.047, 0.333, -0.189], [-0.057, 0.099, 0.083], [-0.060, 0.004, -0.069], [0.004, -0.069, 0.004], [-0.136, 0.000, 0.310], [0.109, -0.148, 0.140], [-0.064, 0.048, 0.107], [-0.056, -0.217, 0.085], [-0.086, 0.088, 0.173], [-0.034, 0.071, -0.105], [-0.065, -0.072, 0.130], [0.163, 0.069, -0.138], [-0.156, 0.148, -0.057], [-0.026, -0.158, 0.071], [0.072, 0.209, -0.345], [0.023, -0.040, -0.081], [0.094, 0.029, 0.072], [0.169, 0.079, -0.395], [0.088, 0.071, -0.101], [0.238, 0.086, -0.032], [0.130, 0.005, -0.140], [-0.006, -0.026, 0.000], [-0.010, 0.017, 0.000], [0.019, 0.079, -0.008], [0.059, 0.034, 0.033], [-0.017, -0.024, -0.019], [0.045, -0.032, 0.016], [-0.021, -0.016, 0.070], [-0.024, -0.011, -0.029], [-0.030, -0.016, -0.003], [0.020, -0.028, -0.001], [-0.023, 0.002, -0.022], [0.030, -0.009, -0.039], [0.010, -0.015, -0.004], [0.050, 0.015, -0.029], [0.003, 0.151, 0.023], [0.034, -0.004, -0.032], [0.015, -0.029, 0.002], [-0.014, -0.005, 0.027], [-0.017, -0.030, -0.003], [0.027, 0.013, -0.041], [0.000, 0.007, 0.024], [-0.007, -0.018, 0.027], [-0.032, -0.065, -0.072], [-0.002, -0.041, 0.015], [-0.036, 0.024, 0.020], [0.004, 0.054, 0.013], [-0.009, -0.006, 0.025], [0.027, 0.052, -0.052], [0.055, 0.016, 0.004], [0.024, -0.005, 0.031], [-0.014, 0.011, 0.011], [-0.008, -0.065, -0.041], [-0.002, 0.018, 0.011], [-0.043, -0.014, 0.008], [0.004, 0.041, -0.012]]
}